ORCA calculation (ωB97M-V with the def2-TZVPD basis set) on a molecular structure, C4H2OPr at a distorted geometry.

Last column: natural (NBO) charge in e.
Geometry (Å):
C 1.63252 -2.21220 -0.26331  0.197
C 1.17209 -1.09242 -0.54572  -0.185
C 0.21487 -0.20736 -0.37237  0.242
C -0.77405 0.69297 -0.18670  0.185
O -0.61562 1.87935 0.22521  -0.875
Pr -1.98233 3.75429 1.54786  1.941
H 2.13133 -3.11897 0.04404  0.286
H -1.77882 0.30434 -0.44901  0.209

Gap between HOMO and LUMO (spin up / spin down): 6.453 / 6.498 eV
Charge: +2
Energy relative to the best compared isomer or geometry (same formula, charge and spin): 0.818 eV
Spin multiplicity: 4
Lowest unoccupied orbital energy (spin up / spin down): -0.336 / -0.335 Eh
Calculated total energy: -745.02032 Ha